Entry 1:
Formula: C11H13BN3O4
Source: the OMol25 dataset
Level of theory: ωB97M-V/def2-TZVPD

Each line ends with the Mulliken charge.
Geometry (Å):
C  -3.792  -0.686  -1.457  -0.83
B  -2.348  -1.225  -0.963  0.29
O  -2.140  -2.556  -0.543  -0.53
C  -1.031  -0.261  -0.868  0.42
C  -0.296  0.160  -2.110  -0.28
N  0.821  0.938  -2.171  -0.64
C  1.198  1.296  -0.876  0.37
C  2.432  2.164  -0.737  -0.37
C  2.941  2.617  0.560  -0.42
C  2.204  2.248  1.821  0.81
C  2.646  2.656  3.267  -0.67
N  2.573  4.140  3.499  -0.62
C  1.011  1.427  1.694  -0.66
C  0.489  0.941  0.367  0.20
N  -0.656  0.146  0.384  -0.48
H  -3.955  -0.986  -2.534  0.31
H  -4.562  -1.158  -0.772  0.23
H  -3.802  0.433  -1.328  0.23
H  -1.820  -3.093  -1.318  0.37
H  -0.698  -0.218  -3.093  0.35
H  2.973  2.468  -1.676  0.34
H  3.870  3.234  0.596  0.32
H  1.981  2.108  4.003  0.32
H  3.697  2.320  3.481  0.31
H  1.965  4.267  4.316  0.24
H  3.513  4.411  3.818  0.24
H  0.441  1.129  2.619  0.17
C  -1.660  -5.506  -2.124  0.76
O  -0.852  -6.401  -1.784  -0.75
O  -2.968  -5.887  -1.909  -0.48
O  -1.467  -4.371  -2.608  -0.86
H  -2.712  -6.756  -1.555  0.31

Output
Energy relative to the best compared isomer or geometry (same formula, charge and spin) (kcal/mol): 0.0
Largest force on an atom (eV/Å): 3.92
LUMO energy (eV): 1.931
Net charge: -1
Frontier orbital gap (eV): 6.83
2S+1: 1
Energy (eV): -24956.33217



Entry 2:
Formula: C3H10NO4
Source: the OMol25 dataset
Level of theory: ωB97M-V/def2-TZVPD

Each line ends with the Mulliken charge.
Geometry (Å):
O  3.622  1.576  0.409  -0.52
C  2.682  0.865  0.122  0.06
C  1.297  1.086  0.674  -0.23
N  0.429  1.328  -0.470  -0.48
C  0.036  0.140  -1.225  -0.43
O  -0.994  -0.562  -0.668  -0.90
H  2.812  0.088  -0.652  0.28
H  1.382  2.034  1.206  0.25
H  0.829  0.347  1.333  0.26
H  -0.407  1.796  -0.153  0.26
H  0.962  -0.416  -1.467  0.19
H  -0.295  0.481  -2.215  0.29
H  -1.056  -0.692  0.831  0.44
H  -2.022  -0.984  2.025  0.26
O  -1.141  -0.632  1.869  -0.76
H  -2.631  -2.649  0.038  0.25
H  -2.408  -1.572  -0.959  0.49
O  -3.097  -2.234  -0.697  -0.70

Output
Energy relative to the best compared isomer or geometry (same formula, charge and spin) (kcal/mol): 58.6
Largest force on an atom (eV/Å): 1.23
LUMO energy (eV): 3.869
Net charge: -1
Frontier orbital gap (eV): 8.12
2S+1: 1
Energy (eV): -12953.77236



Entry 3:
Formula: CBrClFI
Source: the OMol25 dataset
Level of theory: ωB97M-V/def2-TZVPD

Each line ends with the Mulliken charge.
Geometry (Å):
C  0.965  0.205  0.507  0.26
F  1.871  0.152  -0.464  -0.14
Cl  -0.500  0.931  0.075  -0.09
Br  0.953  -1.352  1.545  -0.04
I  -3.289  0.064  -1.664  0.01

Output
Energy relative to the best compared isomer or geometry (same formula, charge and spin) (kcal/mol): 43.0
Largest force on an atom (eV/Å): 0.56
LUMO energy (alpha / beta) (eV): -0.892 / -3.144
Net charge: 0
Frontier orbital gap (alpha / beta) (eV): 9.32 / 5.85
2S+1: 1
Energy (eV): -94417.40690



Entry 4:
Formula: C4H8NS
Source: the OMol25 dataset
Level of theory: ωB97M-V/def2-TZVPD

Each line ends with the Mulliken charge.
Geometry (Å):
C  1.851  -0.827  0.397  -0.32
C  0.368  1.087  0.441  -0.42
C  -0.978  1.154  -0.345  -0.76
C  -1.908  -1.462  -0.180  -0.11
N  0.684  -0.312  0.331  -0.20
S  -2.376  -0.031  0.361  0.20
H  1.849  -1.893  0.332  0.27
H  2.879  -0.301  0.517  0.23
H  1.096  1.806  -0.189  0.33
H  0.264  1.463  1.558  0.32
H  -1.396  2.176  -0.297  0.43
H  -0.655  0.735  -1.239  0.44
H  -1.162  -1.625  -0.972  0.27
H  -2.485  -2.264  0.194  0.32

Output
Energy relative to the best compared isomer or geometry (same formula, charge and spin) (kcal/mol): 52.6
Largest force on an atom (eV/Å): 3.03
LUMO energy (eV): -6.035
Net charge: +1
Frontier orbital gap (eV): 7.97
2S+1: 1
Energy (eV): -16593.12480



Entry 5:
Formula: C8H9F3NO7Pt
Source: the OMol25 dataset
Level of theory: ωB97M-V/def2-TZVPD

Each line ends with the Mulliken charge.
Geometry (Å):
Pt  0.303  -0.199  -0.760  0.92
O  1.870  0.636  1.744  -0.50
C  0.923  1.658  1.941  -0.75
C  -0.518  1.313  1.601  -0.54
N  -0.875  1.136  0.166  -0.04
C  -0.768  2.427  -0.547  -0.41
C  0.634  2.575  -1.180  0.56
O  1.153  3.676  -1.215  -0.69
O  1.090  1.482  -1.689  -0.68
C  -2.189  0.446  0.103  -0.46
C  -1.993  -1.028  0.519  0.54
O  -2.822  -1.581  1.216  -0.71
O  -0.915  -1.576  0.041  -0.65
H  1.553  -0.188  2.129  0.36
H  1.274  2.508  1.354  0.31
H  0.901  1.975  2.993  0.38
H  -1.139  2.132  1.986  0.38
H  -0.817  0.404  2.129  0.42
H  -0.957  3.268  0.122  0.26
H  -1.504  2.444  -1.351  0.36
H  -2.538  0.481  -0.927  0.37
H  -2.926  0.918  0.759  0.28
F  1.398  -5.184  -2.006  -0.27
C  1.770  -4.042  -1.413  0.80
F  1.621  -4.219  -0.087  -0.25
F  3.088  -3.893  -1.643  -0.27
C  0.943  -2.823  -1.905  0.66
O  -0.002  -3.010  -2.635  -0.61
O  1.443  -1.736  -1.445  -0.75

Output
Energy relative to the best compared isomer or geometry (same formula, charge and spin) (kcal/mol): 18.8
Largest force on an atom (eV/Å): 0.96
LUMO energy (eV): 2.700
Net charge: -1
Frontier orbital gap (eV): 8.41
2S+1: 1
Energy (eV): -35667.38181



Entry 6:
Formula: C5H14
Source: the OMol25 dataset
Level of theory: ωB97M-V/def2-TZVPD

Each line ends with the Mulliken charge.
Geometry (Å):
C  1.112  0.518  -2.137  -0.16
C  0.991  -0.417  -0.933  -1.08
C  -0.055  1.397  -2.543  -1.11
H  1.320  -0.186  -2.930  0.26
H  1.990  1.143  -1.988  0.25
H  1.136  -0.081  0.088  0.24
H  0.000  -0.897  -0.949  0.28
H  -0.263  2.087  -1.717  0.30
H  -1.019  0.919  -2.733  0.32
H  1.587  -1.323  -1.052  0.36
H  0.222  1.968  -3.424  0.32
C  -1.631  -0.457  2.898  -0.87
C  -0.210  -0.960  2.458  -0.54
H  -2.457  -0.796  2.275  0.28
H  -1.809  -0.971  3.848  0.26
H  -1.645  0.616  3.020  0.27
H  0.090  -1.841  3.015  0.34
H  -0.385  -1.293  1.442  0.02
H  0.467  -0.113  2.428  0.26

Output
Energy relative to the best compared isomer or geometry (same formula, charge and spin) (kcal/mol): 14.7
Largest force on an atom (eV/Å): 2.29
LUMO energy (eV): 1.109
SMILES string: CCC.CC
Net charge: 0
Frontier orbital gap (eV): 12.28
2S+1: 1
Energy (eV): -5411.41015